(1)
9
Properties=species:S:1:pos:R:3:forces:R:3:nbo_charge:R:1 method="wB97M-V/def2-TZVPD" orbital_gap_ha="0.2326 / 0.2219" largest_force_ev_per_a=3.3 e_above_lowest_ev=3.080 s_squared=2.021 spin_multiplicity=3 energy_ev=-27324.655
C 0.217 0.738 0.105 -0.18 -0.70 -0.20 0.130
C 1.008 -0.553 -0.021 0.52 0.42 0.11 -0.134
N -1.039 0.552 0.053 0.67 -0.17 0.25 -0.604
O 0.240 -1.657 0.068 0.11 0.26 -0.24 -0.607
S -2.619 1.158 -0.036 -1.12 3.15 -0.05 0.009
S -1.783 -0.938 -0.069 -0.14 -3.19 0.02 0.580
H 0.679 1.709 0.155 -0.18 0.25 0.01 0.220
H 1.508 -0.461 -1.013 0.15 -0.09 0.28 0.202
H 1.790 -0.549 0.758 0.17 0.08 -0.16 0.203

(2)
7
Properties=species:S:1:pos:R:3:forces:R:3:nbo_charge:R:1 method="wB97M-V/def2-TZVPD" orbital_gap_ha="0.2744 / 0.2690" largest_force_ev_per_a=2.0 e_above_lowest_ev=5.830 smiles=CC#S#N energy_ev=-14441.639
C 0.476 -0.514 -0.501 0.19 -1.57 -1.15 -0.210
C -0.801 -0.094 -0.068 -1.66 0.59 -0.80 -0.765
N 1.902 0.682 0.978 0.40 0.51 0.56 -0.632
S 2.022 -0.192 -0.275 0.77 -0.04 0.04 0.835
H -1.211 0.443 -0.943 0.22 0.74 0.40 0.264
H -0.767 0.478 0.828 -0.33 0.73 0.56 0.251
H -1.621 -0.803 -0.019 0.40 -0.98 0.38 0.256

(3)
8
Properties=species:S:1:pos:R:3:forces:R:3:nbo_charge:R:1 method="wB97M-V/def2-TZVPD" orbital_gap_ha=0.2666 largest_force_ev_per_a=3.3 e_above_lowest_ev=0.225 smiles="NC(=S)C=S" energy_ev=-25282.345
C 0.465 -0.115 0.076 3.17 0.30 -0.74 0.018
C -0.672 -0.952 0.073 -0.99 -2.25 0.56 -0.361
H 1.173 1.822 -0.085 -1.83 -1.38 0.17 0.427
H -0.619 1.516 -0.180 0.39 0.31 0.26 0.408
H -0.404 -1.997 0.200 0.07 -0.01 -0.05 0.231
N 0.325 1.192 0.030 0.62 2.01 -0.26 -0.747
S 1.936 -0.887 -0.058 -0.25 0.26 0.30 -0.094
S -2.204 -0.579 -0.055 -1.19 0.76 -0.24 0.119